Computed, not measured: a single C22H27N3O4S molecule, with the ωB97M-V functional and the def2-TZVPD basis.

XYZ file:
```
57
Properties=species:S:1:pos:R:3:forces:R:3:nbo_charge:R:1
C 4.725 -3.677 -1.196 0.118 0.084 -0.066 -0.249
O 4.123 -4.614 -0.334 -0.182 -0.259 -0.060 -0.549
C 3.161 -4.078 0.544 -0.428 0.129 0.141 -0.062
C 1.715 -4.220 0.027 0.437 -0.327 0.582 -0.082
C 1.315 -5.685 -0.117 -0.076 0.281 0.018 -0.631
N 1.557 -3.492 -1.220 -0.673 0.505 -0.309 -0.877
S 0.055 -2.799 -1.456 0.482 -0.158 0.017 2.316
O -1.005 -3.631 -0.957 0.087 0.185 0.256 -0.945
O 0.013 -2.394 -2.830 0.165 0.156 -0.116 -0.938
C 0.213 -1.365 -0.407 -0.063 -0.480 -0.149 -0.348
C -0.663 -1.173 0.642 -0.161 -0.181 0.036 -0.192
C -0.566 -0.027 1.411 0.186 0.097 -0.038 -0.181
C 0.404 0.927 1.116 0.135 -0.318 -0.234 -0.117
C 0.548 2.236 1.827 -0.142 -0.062 0.231 0.669
O 1.555 2.911 1.731 0.256 0.093 -0.141 -0.628
N -0.514 2.628 2.567 -0.164 -0.130 0.214 -0.612
C -0.574 3.936 3.176 0.008 0.218 0.212 -0.226
C -1.890 4.652 2.881 0.273 -0.124 -0.289 -0.409
C -2.155 4.854 1.382 -0.053 0.328 0.443 -0.204
N -2.440 3.622 0.696 -0.220 -0.008 -0.175 -0.364
C -3.496 2.798 0.989 -0.150 -0.115 0.093 -0.044
C -3.475 1.694 0.194 -0.083 -0.060 0.126 -0.308
C -2.348 1.826 -0.663 0.173 0.404 0.026 -0.031
C -1.819 1.037 -1.684 0.081 0.087 -0.054 -0.216
C -0.694 1.479 -2.339 -0.126 -0.121 -0.155 -0.227
C -0.084 2.688 -1.993 -0.006 0.201 -0.001 -0.218
C -0.580 3.486 -0.985 0.132 0.169 -0.044 -0.246
C -1.720 3.050 -0.320 -0.073 -0.427 -0.391 0.121
C 1.303 0.693 0.076 -0.023 -0.051 0.107 -0.167
C 1.210 -0.453 -0.689 0.104 0.060 0.064 -0.129
H 5.419 -4.242 -1.817 0.019 0.099 -0.035 0.194
H 3.993 -3.170 -1.830 0.096 0.019 0.003 0.172
H 5.282 -2.923 -0.626 -0.020 -0.013 -0.046 0.168
H 3.373 -3.021 0.748 0.003 -0.030 0.012 0.175
H 3.246 -4.642 1.478 -0.038 0.107 -0.019 0.188
H 1.052 -3.723 0.745 0.158 -0.123 0.145 0.211
H 0.306 -5.744 -0.520 -0.040 -0.096 -0.002 0.234
H 1.340 -6.181 0.849 0.019 -0.106 0.089 0.214
H 2.009 -6.189 -0.786 0.059 -0.088 -0.059 0.213
H 1.841 -4.028 -2.027 -0.093 0.015 -0.320 0.408
H -1.418 -1.921 0.830 -0.107 -0.051 0.091 0.245
H -1.249 0.101 2.238 -0.080 0.024 0.043 0.212
H -1.358 2.079 2.569 0.058 -0.039 -0.164 0.400
H 0.277 4.499 2.782 -0.103 -0.031 0.114 0.234
H -0.451 3.845 4.262 0.070 0.099 -0.112 0.196
H -2.715 4.087 3.320 -0.090 0.078 0.054 0.198
H -1.863 5.630 3.363 -0.057 -0.002 0.054 0.223
H -1.282 5.312 0.914 -0.086 0.014 -0.010 0.216
H -3.006 5.537 1.265 0.165 -0.031 -0.074 0.205
H -4.207 3.075 1.745 -0.106 0.060 0.124 0.212
H -4.179 0.886 0.200 -0.200 -0.123 0.043 0.227
H -2.283 0.100 -1.951 -0.052 -0.111 -0.048 0.221
H -0.272 0.879 -3.131 0.057 -0.077 -0.079 0.221
H 0.798 3.005 -2.530 0.095 0.043 -0.033 0.214
H -0.090 4.413 -0.729 0.068 0.078 0.024 0.217
H 2.059 1.438 -0.116 0.032 0.042 -0.034 0.248
H 1.878 -0.645 -1.512 0.156 0.068 -0.102 0.230
```
Positions in Å, forces in eV/Å.

- strongest force on any atom (eV Å⁻¹) = 0.90
- HOMO (eV) = -8.00
- charge = 0
- relative energy (zero: lowest compared OMol25 entry of this formula, charge and spin) (kJ/mol) = 160.0
- energy (eV) = -46748.0049
- SMILES = COC[C@H](C)NS(=O)(=O)c1ccc(C(=O)NCCCn2ccc3ccccc32)cc1



Computed, not measured: a molecular structure, C34H45BrClF9N4O5SSi2TeTi, with the ωB97M-V functional and the def2-TZVPD basis.

XYZ file:
```
104
Properties=species:S:1:pos:R:3:forces:R:3:mulliken_charge:R:1
Ti -0.478 0.544 -1.412 -0.103 -0.042 0.169 0.494
C -1.079 -3.117 -3.917 0.018 0.012 -0.012 -1.911
C -0.640 -1.846 -3.260 -0.025 -0.007 0.063 -0.011
N -1.085 -1.503 -2.104 -0.202 0.016 0.053 1.161
O -1.963 -2.369 -1.515 0.194 -0.143 -0.264 -0.654
C 0.283 -0.925 -3.912 0.068 -0.041 -0.039 0.177
C 0.826 -1.161 -5.284 0.020 0.016 0.037 -2.133
N 0.535 0.188 -3.264 -0.206 -0.039 -0.073 1.813
O 1.237 1.111 -3.795 0.022 -0.036 -0.031 -0.942
H -2.102 -3.344 -3.626 -0.005 0.005 0.005 0.388
H -0.451 -3.948 -3.581 -0.014 -0.010 0.002 0.257
H -1.003 -3.043 -5.000 0.009 0.002 0.000 0.503
H -2.183 -1.913 -0.602 0.019 0.158 0.072 0.099
H 0.080 -0.948 -6.057 0.008 0.008 -0.009 0.333
H 1.162 -2.192 -5.413 -0.008 0.000 -0.009 0.461
H 1.663 -0.481 -5.436 0.007 -0.004 -0.002 0.348
Cl -6.223 -5.924 1.685 0.005 -0.001 0.002 -0.309
C -5.208 -4.507 1.435 -0.008 0.024 -0.033 0.397
C -5.524 -3.593 0.438 -0.019 -0.023 0.021 -0.893
C -4.734 -2.478 0.247 0.005 0.017 0.007 -0.057
C -3.583 -2.212 1.037 -0.012 -0.067 0.129 0.443
C -2.738 -1.093 0.781 -0.049 -0.036 -0.226 0.004
C -3.305 -3.181 2.036 -0.022 -0.040 0.000 -0.223
C -4.095 -4.299 2.233 0.016 0.013 0.010 -0.924
H -6.395 -3.757 -0.185 0.004 -0.003 -0.003 0.390
H -4.989 -1.777 -0.540 -0.005 -0.003 0.008 0.340
H -2.085 -0.782 1.590 -0.012 0.054 -0.026 -0.727
H -3.219 -0.266 0.263 0.062 0.083 0.127 0.083
H -2.439 -3.040 2.673 0.018 0.013 0.000 0.212
H -3.847 -5.012 3.010 -0.003 -0.003 -0.002 0.378
C 5.593 -2.069 -1.094 0.002 0.013 -0.008 -1.172
Si 4.120 -0.932 -0.754 -0.017 0.024 0.011 0.278
C 3.915 0.242 -2.180 0.004 -0.026 -0.008 -0.285
C 4.483 0.024 0.811 0.023 0.025 -0.050 -0.545
C 2.636 -2.098 -0.662 0.132 0.048 -0.057 -0.748
Te 0.777 -1.574 0.263 -0.127 -0.075 0.069 0.050
C 1.476 -0.911 2.175 0.115 -0.101 -0.037 0.796
Si 0.853 -1.875 3.655 -0.017 0.040 0.018 0.384
C 2.121 -1.648 5.032 0.003 -0.007 -0.016 -1.216
C -0.790 -1.229 4.277 0.006 -0.032 -0.060 -0.653
C 0.724 -3.706 3.267 -0.006 -0.004 0.020 -1.100
H 6.508 -1.485 -1.218 0.004 -0.002 -0.002 0.277
H 5.440 -2.650 -2.007 -0.001 0.005 0.008 0.290
H 5.750 -2.770 -0.269 0.000 0.002 -0.001 0.266
H 4.736 0.963 -2.204 0.003 0.005 -0.002 0.327
H 2.990 0.818 -2.125 -0.008 0.007 0.003 -0.382
H 3.898 -0.290 -3.136 -0.008 0.001 0.004 0.276
H 5.354 0.658 0.617 -0.006 -0.007 0.017 0.384
H 4.722 -0.620 1.662 -0.015 0.001 0.004 0.315
H 3.651 0.685 1.072 0.024 0.011 0.018 -0.078
H 2.917 -3.076 -0.264 0.018 0.012 0.037 0.709
H 2.327 -2.261 -1.702 -0.014 -0.039 0.025 0.193
H 1.266 0.155 2.218 0.016 0.075 0.030 -0.090
H 2.562 -1.003 2.122 -0.055 -0.027 0.017 -0.367
H 2.233 -0.588 5.272 0.002 0.002 -0.001 0.327
H 3.101 -2.027 4.730 0.003 -0.002 0.006 0.294
H 1.822 -2.171 5.944 -0.011 -0.001 -0.002 0.330
H -0.637 -0.296 4.823 0.005 0.063 0.019 0.116
H -1.266 -1.949 4.948 0.010 0.015 0.020 0.460
H -1.486 -1.026 3.462 -0.013 -0.009 0.034 0.190
H 1.657 -4.090 2.844 -0.001 0.006 -0.010 0.296
H -0.072 -3.900 2.546 0.010 -0.004 -0.009 0.280
H 0.507 -4.273 4.177 0.001 0.002 -0.001 0.348
F -3.563 3.588 -1.279 -0.002 0.004 0.017 -0.277
C -2.918 3.327 -2.419 0.005 -0.012 -0.014 0.271
F -3.431 4.146 -3.363 0.000 0.017 -0.011 -0.314
F -1.642 3.649 -2.256 0.005 0.009 -0.001 -0.161
C -3.054 1.817 -2.805 0.020 -0.065 -0.037 1.049
O -2.231 1.063 -2.069 0.118 0.192 0.021 -0.524
C -2.723 1.650 -4.323 -0.006 -0.022 0.009 0.314
F -1.613 2.320 -4.640 0.004 0.007 -0.007 -0.263
F -3.710 2.091 -5.130 -0.021 0.013 -0.018 -0.294
F -2.517 0.365 -4.624 0.005 0.001 0.006 -0.213
C -4.522 1.355 -2.551 -0.008 0.016 -0.025 0.361
F -4.771 0.195 -3.181 -0.012 0.007 0.015 -0.266
F -5.429 2.249 -2.995 -0.013 -0.008 0.000 -0.300
F -4.747 1.163 -1.256 -0.010 0.002 -0.008 -0.194
Br 5.957 5.450 0.075 -0.011 -0.004 0.002 -0.303
C 4.450 4.677 -0.842 0.026 0.013 0.003 -0.024
C 4.285 4.985 -2.189 0.004 -0.007 0.000 -0.606
C 3.185 4.397 -2.840 -0.005 -0.003 0.007 -0.724
C 2.315 3.562 -2.185 -0.025 0.056 0.024 -0.152
C 2.494 3.265 -0.804 0.012 0.046 -0.015 0.774
C 3.611 3.856 -0.137 -0.016 -0.004 0.001 -0.853
C 1.642 2.396 -0.081 0.133 -0.116 0.043 -0.328
O 1.834 2.086 1.141 -0.044 0.067 0.050 -1.555
O 0.613 1.829 -0.737 -0.035 -0.079 -0.100 1.077
H 4.975 5.637 -2.704 0.006 0.002 0.002 0.390
H 3.030 4.598 -3.894 -0.002 -0.004 -0.004 0.387
H 1.507 3.084 -2.722 0.020 0.022 0.003 0.057
H 3.775 3.639 0.909 0.006 0.000 0.004 0.495
C -3.092 2.332 4.625 0.004 0.001 0.000 -0.983
N -1.703 2.416 4.248 -0.005 0.028 -0.042 0.347
C -0.627 2.448 5.120 0.000 -0.081 0.028 -0.820
C 0.488 2.478 4.362 0.000 -0.002 -0.010 -0.480
N 0.095 2.489 3.046 0.042 -0.116 -0.055 0.612
C -1.254 2.462 2.952 -0.025 0.131 0.019 -0.089
S -2.188 2.550 1.560 0.000 -0.124 0.013 -0.386
H -3.437 3.269 5.067 0.000 0.003 -0.006 0.317
H -3.236 1.516 5.335 0.002 0.002 0.003 0.342
H -3.662 2.134 3.719 -0.002 -0.001 -0.001 0.282
H -0.758 2.423 6.188 0.000 0.004 -0.001 0.430
H 1.527 2.492 4.643 -0.004 0.003 0.000 0.520
H 0.745 2.393 2.209 -0.030 0.062 0.015 0.036
```
Positions in Å, forces in eV/Å.

- strongest force on any atom (eV Å⁻¹) = 0.36
- HOMO (alpha / beta) (eV) = -0.10 / -1.54
- multiplicity = 3
- charge = -2
- relative energy (zero: lowest compared OMol25 entry of this formula, charge and spin) (kJ/mol) = 180.9
- energy (eV) = -216212.3802
- <S²> = 2.029



Computed, not measured: a single C4H6FNO molecule at a distorted geometry, with the ωB97M-V functional and the def2-TZVPD basis.

XYZ file:
```
13
Properties=species:S:1:pos:R:3:forces:R:3:nbo_charge:R:1
C -3.192 -0.767 -0.182 0.109 0.296 0.853 -0.604
C -2.029 -0.144 -0.086 3.914 -2.476 1.788 0.701
F -1.785 1.105 -0.185 -0.863 1.365 -0.540 -0.277
O -0.573 -0.781 0.355 -3.443 1.553 -1.026 -0.436
N 0.390 0.256 0.172 -1.796 -0.377 -0.584 -0.133
C 1.552 -0.189 0.267 -0.029 1.787 -0.529 0.054
C 2.667 0.704 -0.111 0.195 1.355 -0.459 -0.662
H -4.028 -0.061 -0.259 0.254 -0.509 -0.284 0.237
H -3.394 -1.805 0.120 0.484 0.657 -0.499 0.247
H 1.724 -1.145 0.589 0.522 -2.637 0.560 0.174
H 2.279 1.789 -0.092 0.830 -1.602 0.270 0.239
H 3.493 0.504 0.641 -0.478 0.619 -1.448 0.225
H 2.896 0.532 -1.229 0.301 -0.032 1.898 0.236
```
Positions in Å, forces in eV/Å.

- strongest force on any atom (eV Å⁻¹) = 4.96
- HOMO (eV) = -9.32
- charge = 0
- relative energy (zero: lowest compared OMol25 entry of this formula, charge and spin) (kJ/mol) = 390.2
- energy (eV) = -10496.1095
- SMILES = C=C(F)O/N=C/C